i.
{"formula": "C4H29N2O10", "method": "wB97M-V/def2-TZVPD", "charge": 1, "multiplicity": 1, "lumo_energy_ev": -3.03, "gap_ev": 8.74, "symbols": ["N", "C", "C", "C", "O", "C", "N", "H", "H", "H", "H", "H", "H", "H", "H", "H", "H", "H", "H", "H", "O", "H", "H", "O", "H", "H", "O", "H", "H", "O", "H", "H", "O", "H", "H", "O", "H", "H", "O", "H", "H", "O", "H", "H", "O"], "xyz": [[-0.20289, -0.53267, -0.66751], [0.30342, -0.54419, 0.73177], [0.60913, -1.98432, 1.13468], [-0.44838, -3.02258, 0.88083], [-1.38816, -2.82803, 0.12907], [1.65062, 0.22723, 0.89734], [1.84648, 1.55082, 0.41573], [-1.21262, -0.49129, -0.77027], [0.13370, -1.36904, -1.14382], [0.05218, 0.31168, -1.19847], [-0.42320, -0.08418, 1.39115], [1.44381, -2.33727, 0.52044], [1.00329, -2.08029, 2.14665], [-0.40654, -4.04597, 1.27176], [1.72078, 0.21608, 1.98875], [2.50650, -0.37015, 0.59083], [1.11838, 2.21939, 0.59631], [2.25204, 1.76050, -0.48811], [-3.52619, -0.49092, 1.52363], [-2.61478, -1.32879, 0.65225], [-2.72502, -0.42510, 0.98747], [-3.03337, 3.33891, 1.59789], [-2.76373, 1.84997, 1.48236], [-2.78676, 2.65665, 0.96046], [-0.66769, -0.49230, 4.66588], [-1.46060, -0.46216, 3.39833], [-1.56348, -0.30684, 4.34555], [2.39306, 1.32680, -3.43342], [2.06030, 0.20747, -2.65003], [2.33694, 1.14065, -2.48393], [0.19250, -4.00127, -1.87519], [1.50064, -4.37383, -1.25924], [0.90459, -3.61872, -1.34732], [-0.88919, 2.73582, -1.32111], [-1.45702, 2.83518, -0.01813], [-0.54998, 2.71134, -0.41217], [1.37156, -1.88555, -4.04276], [0.84104, -0.58881, -4.56988], [1.18912, -0.97622, -3.75860], [-0.95799, 1.10984, -3.51291], [0.34207, 1.67880, -2.70779], [-0.55809, 1.32636, -2.66178], [0.78421, 3.38448, 3.40889], [0.74667, 2.67577, 2.04402], [0.33269, 3.37677, 2.56041]], "nbo_charge": [-0.71, -0.08, -0.55, 0.48, -0.61, -0.22, -0.86, 0.46, 0.44, 0.48, 0.24, 0.26, 0.26, 0.16, 0.19, 0.20, 0.38, 0.41, 0.49, 0.50, -0.99, 0.50, 0.49, -0.94, 0.47, 0.45, -0.92, 0.47, 0.49, -0.96, 0.49, 0.49, -0.97, 0.48, 0.50, -1.01, 0.50, 0.49, -0.97, 0.50, 0.51, -0.99, 0.47, 0.46, -0.93]}

---

ii.
{"formula": "C4H29N2O10", "method": "wB97M-V/def2-TZVPD", "charge": 1, "multiplicity": 1, "lumo_energy_ev": -2.26, "gap_ev": 10.28, "symbols": ["O", "C", "C", "C", "C", "N", "N", "H", "H", "H", "H", "H", "H", "H", "H", "H", "H", "H", "H", "H", "O", "H", "H", "O", "H", "H", "O", "H", "H", "O", "H", "H", "O", "H", "H", "O", "H", "H", "O", "H", "H", "O", "H", "H", "O"], "xyz": [[-1.89825, -2.83363, 0.51868], [-2.48328, -2.02222, -0.14910], [-1.98926, -0.58504, -0.22891], [-1.20211, -0.39591, -1.55306], [0.28085, -0.72562, -1.48167], [1.04191, 0.41671, -0.84046], [-1.15140, -0.19117, 0.91455], [-3.38810, -2.28062, -0.72222], [-2.87097, 0.12225, -0.29977], [-1.31658, 0.67032, -1.90698], [-1.71793, -1.01916, -2.35280], [0.69115, -0.92363, -2.49943], [0.41939, -1.69371, -0.76940], [0.46996, 0.86721, -0.11399], [1.28901, 1.10576, -1.58333], [1.89642, 0.11139, -0.39094], [-0.62634, -0.95829, 1.24998], [-1.70153, 0.19422, 1.66849], [1.85417, -1.23295, 3.94769], [1.19430, -1.61296, 2.60134], [1.56548, -0.86177, 3.08714], [2.02880, 2.73363, -3.31631], [0.42150, 2.40580, -3.21831], [1.36742, 2.02313, -3.04630], [2.56927, -0.25918, 1.86338], [3.95321, -0.18015, 1.17899], [3.03572, 0.08111, 1.04986], [-1.55425, 3.63380, -3.49607], [-1.50603, 2.89654, -2.21002], [-1.14565, 2.88985, -3.09966], [1.21681, -4.46810, -0.98632], [2.59028, -3.95268, -0.72480], [1.66077, -3.67307, -0.71999], [0.45133, 3.22104, 1.27914], [-0.15436, 1.88915, 1.80839], [-0.03389, 2.44912, 1.00132], [-2.61990, 3.37096, -0.20170], [-1.43122, 2.49876, -0.01787], [-2.15622, 2.66548, -0.60043], [-0.35007, 1.37462, 4.11116], [0.35534, 0.30117, 3.21264], [-0.33620, 1.01038, 3.26328], [-0.39578, -3.01896, 1.38663], [1.09939, -3.19638, 0.81121], [0.57684, -2.84718, 1.57596]], "nbo_charge": [-0.57, 0.46, -0.17, -0.43, -0.25, -0.76, -0.89, 0.14, 0.25, 0.24, 0.23, 0.24, 0.23, 0.47, 0.47, 0.46, 0.38, 0.40, 0.51, 0.53, -0.99, 0.50, 0.52, -1.02, 0.50, 0.49, -1.00, 0.49, 0.51, -0.97, 0.49, 0.49, -0.94, 0.49, 0.52, -1.01, 0.48, 0.50, -0.98, 0.49, 0.51, -0.99, 0.52, 0.51, -1.04]}

---

Which one sits at the bottom of the stability order? i does.

---

i.
{"formula": "C3H10NO2P", "method": "wB97M-V/def2-TZVPD", "multiplicity": 1, "lumo_energy_ev": 0.10, "gap_ev": 8.62, "symbols": ["C", "C", "C", "N", "O", "O", "P", "H", "H", "H", "H", "H", "H", "H", "H", "H", "H"], "xyz": [[-1.46992, -0.91590, 0.46773], [1.14786, 1.68518, -0.76888], [-0.60031, -1.58270, -0.59658], [2.96980, -0.49484, -0.48266], [1.89468, -0.86194, 1.87921], [1.07146, 0.94535, 0.45915], [1.60290, -0.57211, 0.48094], [-2.52825, -1.20441, 0.38767], [-1.23488, -1.30743, 1.54005], [-1.34935, 0.13295, 0.26967], [1.11301, 2.79143, -0.40650], [0.20750, 1.43603, -1.37625], [1.99378, 1.56432, -1.41596], [-0.82754, -1.11417, -1.49658], [-0.35974, -2.64998, -0.60842], [3.84025, -1.02946, -0.03308], [2.95031, -0.70930, -1.49444]], "nbo_charge": [-0.68, -0.27, -0.44, -1.24, -1.08, -0.82, 2.07, 0.21, 0.23, 0.22, 0.21, 0.17, 0.19, 0.18, 0.20, 0.43, 0.41]}

---

ii.
{"formula": "C3H10NO2P", "method": "wB97M-V/def2-TZVPD", "multiplicity": 1, "lumo_energy_ev": [-0.02, -1.22], "gap_ev": [9.54, 5.22], "symbols": ["C", "C", "C", "N", "O", "O", "P", "H", "H", "H", "H", "H", "H", "H", "H", "H", "H"], "xyz": [[0.36475, 2.97011, -0.03825], [2.11614, -1.93943, -0.38958], [-2.05002, -1.57279, 0.32677], [-0.46042, 1.89957, 0.51673], [0.74753, -2.22277, -0.53883], [-1.92864, -0.16151, 0.37023], [-0.81457, 0.65437, -0.55011], [-0.07774, 3.54006, -0.93705], [0.57940, 3.69437, 0.77603], [1.40557, 2.55628, -0.43133], [2.39531, -1.48694, -1.30985], [2.65024, -2.90635, -0.35544], [2.37655, -1.28438, 0.41980], [-2.67927, -1.67847, -0.60186], [-2.59664, -1.93878, 1.22846], [-1.04642, -2.10639, 0.14829], [-0.98174, 1.98306, 1.36598]], "nbo_charge": [-0.44, -0.29, -0.29, -0.96, -0.49, -0.82, 1.11, 0.20, 0.22, 0.21, 0.16, 0.19, 0.16, 0.17, 0.19, 0.25, 0.42]}

---

Which one sits at the bottom of the stability order? ii does.

---

i.
{"formula": "C5H4N2O", "method": "wB97M-V/def2-TZVPD", "multiplicity": 1, "lumo_energy_ev": 0.60, "gap_ev": 10.28, "symbols": ["C", "C", "C", "C", "C", "H", "H", "H", "H", "N", "N", "O"], "xyz": [[-0.99516, -1.04826, 1.54561], [-0.78459, 0.11921, -0.07783], [-0.38800, 1.00301, -1.08816], [1.51329, -0.46305, 0.28951], [0.13545, -0.56610, 0.58980], [-0.98134, -0.62053, 2.55557], [-1.39312, -2.12861, 1.55598], [-1.03581, 1.55877, -1.83919], [2.28173, -0.96440, 0.73122], [0.90588, 1.12397, -1.37296], [1.89636, 0.39478, -0.72626], [-1.92165, -0.34316, 0.51717]], "nbo_charge": [-0.07, 0.28, -0.05, 0.02, -0.14, 0.22, 0.22, 0.22, 0.20, -0.20, -0.22, -0.47]}

---

ii.
{"formula": "C5H4N2O", "method": "wB97M-V/def2-TZVPD", "smiles": "N#CCC(=O)CC#N", "multiplicity": 1, "lumo_energy_ev": -0.28, "gap_ev": 10.66, "symbols": ["C", "C", "C", "C", "C", "H", "H", "H", "H", "N", "N", "O"], "xyz": [[-0.96520, -0.53010, -0.00759], [0.20612, -1.25690, 0.74395], [1.42958, -1.13080, 0.10980], [-0.76357, 0.66918, -0.78300], [-0.06327, 1.74082, -0.01381], [0.20902, -2.33371, 1.03048], [0.29763, -0.89621, 1.75378], [-1.73405, 1.14652, -1.09814], [-0.28673, 0.31524, -1.60376], [2.30179, -0.66585, -0.71664], [0.52096, 2.44658, 0.69083], [-2.16338, -0.95627, -0.02473]], "nbo_charge": [0.61, -0.66, 0.27, -0.60, 0.28, 0.30, 0.30, 0.29, 0.28, -0.28, -0.29, -0.49]}

---

iii.
{"formula": "C5H4N2O", "method": "wB97M-V/def2-TZVPD", "multiplicity": 1, "lumo_energy_ev": -0.92, "gap_ev": 9.34, "symbols": ["C", "C", "C", "C", "C", "H", "H", "H", "H", "N", "N", "O"], "xyz": [[0.99881, -0.52148, -0.62235], [0.06702, 1.25364, 0.84080], [-1.00473, 0.33819, 0.41449], [-0.55410, -0.56480, -0.65266], [-1.17067, -1.76889, -1.26793], [2.18277, 0.80811, 0.67390], [0.49541, 1.04165, 2.03093], [-0.28483, 2.33796, 0.80532], [-2.03260, 0.48448, 0.57085], [1.18755, 0.77474, -0.23415], [-1.68362, -2.74288, -1.77896], [1.79899, -1.44073, -0.78023]], "nbo_charge": [0.63, -0.27, -0.09, -0.21, 0.26, 0.37, 0.24, 0.25, 0.23, -0.59, -0.27, -0.54]}

---

Which one sits at the bottom of the stability order? iii does.

---

i.
{"formula": "C3H7NS", "method": "wB97M-V/def2-TZVPD", "multiplicity": 1, "lumo_energy_ev": 0.50, "gap_ev": 9.39, "symbols": ["C", "C", "C", "H", "H", "H", "H", "H", "H", "H", "N", "S"], "xyz": [[1.57803, -0.52605, -0.50391], [0.44909, -0.03870, 0.57203], [-0.66698, 0.95519, -0.02038], [1.97993, 0.35869, -1.22418], [1.24827, -2.01308, -0.84901], [2.40071, -0.78705, 0.26526], [1.03323, 0.73112, 0.99837], [0.17262, -0.63318, 1.38250], [0.09733, 1.81707, -0.50434], [-3.95781, -0.22609, 0.35280], [-1.83273, 0.97840, -0.34575], [-2.50170, -0.61634, -0.12339]], "nbo_charge": [-0.60, -0.49, 0.15, 0.25, 0.19, 0.21, 0.21, 0.23, 0.14, 0.15, -0.53, 0.10]}

---

ii.
{"formula": "C3H7NS", "method": "wB97M-V/def2-TZVPD", "smiles": "[H]/N=C\\C.C=S", "multiplicity": 1, "lumo_energy_ev": -0.64, "gap_ev": 8.45, "symbols": ["C", "C", "C", "N", "S", "H", "H", "H", "H", "H", "H", "H"], "xyz": [[-1.89061, 1.47978, 0.79105], [0.35311, -1.03431, -0.61511], [1.48113, -0.09436, -0.24391], [0.28005, -2.31089, -0.44238], [-2.31713, 2.59338, -0.32431], [-1.40476, 0.50779, 0.62738], [-2.22330, 1.74671, 1.74502], [-0.50435, -0.53878, -1.21196], [0.88571, 0.80585, -0.23307], [2.37159, -0.16398, -0.89822], [1.85276, -0.29647, 0.80877], [1.11580, -2.69472, -0.00325]], "nbo_charge": [-0.45, 0.13, -0.71, -0.60, 0.07, 0.20, 0.19, 0.17, 0.23, 0.24, 0.22, 0.33]}

---

Which one sits at the bottom of the stability order? i does.

---

i.
{"formula": "C3H7NS", "method": "wB97M-V/def2-TZVPD", "multiplicity": 1, "lumo_energy_ev": -1.03, "gap_ev": 7.39, "symbols": ["C", "C", "C", "H", "H", "H", "H", "H", "H", "H", "N", "S"], "xyz": [[0.34126, -0.92079, -0.32803], [-0.97269, -0.31914, 0.39306], [-0.22083, 0.46736, -0.68949], [2.30115, 0.37091, 0.47657], [0.32779, -0.99249, 2.00887], [-0.00283, -1.69740, -1.15865], [-1.84927, -0.73628, 0.13788], [-0.89213, 0.09949, 1.36184], [-0.72407, 0.14781, -1.63509], [-0.52713, 2.67127, -0.85751], [1.39223, -0.93741, 0.59754], [0.82652, 1.84667, -0.30701]], "nbo_charge": [-0.13, -0.41, -0.41, 0.31, 0.29, 0.22, 0.20, 0.21, 0.24, 0.18, -0.68, -0.02]}

---

ii.
{"formula": "C3H7NS", "method": "wB97M-V/def2-TZVPD", "multiplicity": 1, "lumo_energy_ev": [-0.12, 0.45], "gap_ev": [7.86, 8.59], "symbols": ["C", "C", "C", "N", "S", "H", "H", "H", "H", "H", "H", "H"], "xyz": [[-0.16349, -1.08097, -0.47283], [0.41248, 0.31219, -0.97073], [0.96344, -0.40359, 0.15380], [-0.39001, 0.76863, 1.97090], [-1.39167, 1.61982, 1.10180], [-1.10734, -0.92349, 0.01212], [-0.15822, -1.94426, -1.05303], [0.92395, 0.36805, -1.84932], [-0.36908, 1.07962, -0.89600], [1.54935, -0.15831, 0.92368], [0.43577, 1.29345, 2.07183], [-2.59985, 0.90039, 1.12068]], "nbo_charge": [-0.44, -0.49, -0.06, -0.86, 0.38, 0.20, 0.22, 0.22, 0.21, 0.20, 0.35, 0.10]}

---

iii.
{"formula": "C3H7NS", "method": "wB97M-V/def2-TZVPD", "smiles": "SC[C@H]1CN1", "multiplicity": 1, "lumo_energy_ev": 0.95, "gap_ev": 10.13, "symbols": ["C", "C", "C", "H", "H", "H", "H", "H", "H", "H", "N", "S"], "xyz": [[0.41350, -0.00041, 1.13967], [0.33733, 0.02314, -0.33118], [-0.96767, 0.24265, -0.97415], [-0.06067, -2.26279, 1.33830], [1.04837, 0.95166, 1.31872], [-0.58829, 0.38342, 1.39208], [1.09618, -0.55681, -0.82630], [-1.17308, -0.03258, -2.00515], [-1.77266, 0.11570, -0.24365], [0.61192, 1.49954, -1.65569], [0.02458, 1.27234, -0.85773], [1.03049, -1.63587, 1.70508]], "nbo_charge": [-0.55, -0.11, -0.26, 0.12, 0.25, 0.22, 0.20, 0.20, 0.19, 0.37, -0.62, -0.02]}

---

Which one sits at the bottom of the stability order? i does.